19
Properties=species:S:1:pos:R:3 method="wB97M-V/def2-TZVPD" total_energy_ev=-35190.2403 mol_weight_g_mol=200.67 orbital_gap_ha="0.3066 / 0.2798" s2=2.02 charge=+1 spin_multiplicity=3
C 1.190 -0.921 -1.946
C 0.844 -0.848 0.452
C -1.196 0.272 0.335
C 1.484 -1.775 1.310
C 1.390 -0.138 -0.720
C 0.642 1.346 -0.850
C -2.641 0.119 0.772
N 1.049 -1.496 -2.924
N -0.409 -0.712 0.768
N -0.754 1.284 -0.406
S 3.109 -1.980 1.202
Cl 1.552 2.500 0.214
H 0.738 -2.167 1.896
H 2.443 0.156 -0.602
H 0.754 1.796 -1.857
H -3.213 -0.779 0.487
H -3.172 1.065 0.673
H -2.621 0.095 1.780
H -1.188 2.185 -0.584



42
Properties=species:S:1:pos:R:3 method="wB97M-V/def2-TZVPD" smiles="O=C(O)/C=C/c1cc(C2CCCCC2)c(-c2ccccn2)[nH]1" total_energy_ev=-26063.0501 mol_weight_g_mol=296.37 orbital_gap_ha=0.2986 e_above_lowest_kj_mol=430.38
O 0.835 -2.440 -5.865
C 1.556 -2.482 -4.861
O 2.756 -3.122 -4.932
C 1.025 -2.311 -3.579
C 0.330 -1.203 -3.352
C 0.079 -0.671 -2.093
C 0.838 -0.658 -1.009
C 0.111 -0.297 0.158
C 0.675 -0.452 1.546
C 2.236 -0.533 1.593
C 3.064 0.694 1.231
C 2.706 1.802 2.271
C 1.200 1.996 2.211
C 0.389 0.730 2.545
C -1.108 0.182 -0.295
C -2.339 0.535 0.263
C -3.066 -0.423 0.968
C -4.417 -0.082 1.292
C -5.102 1.113 0.815
C -4.188 1.964 0.214
N -2.929 1.653 -0.218
N -1.123 0.009 -1.692
H 3.114 -2.962 -4.065
H 1.337 -2.944 -2.675
H 0.019 -0.503 -4.218
H 1.808 -1.068 -1.025
H 0.194 -1.385 1.903
H 2.453 -1.427 0.938
H 2.496 -0.745 2.676
H 2.941 0.925 0.200
H 4.156 0.426 1.277
H 3.175 2.752 2.180
H 2.910 1.511 3.209
H 0.939 2.500 1.219
H 0.862 2.698 3.043
H 0.625 0.450 3.520
H -0.685 0.924 2.564
H -2.583 -1.171 1.431
H -4.954 -0.746 1.972
H -6.096 1.310 1.094
H -4.472 2.950 -0.090
H -1.766 0.502 -2.364



79
Properties=species:S:1:pos:R:3 method="wB97M-V/def2-TZVPD" total_energy_ev=-45130.4166 mol_weight_g_mol=524.70 orbital_gap_ha=0.1175 e_above_lowest_kj_mol=155.77
C 3.464 -2.769 0.491
C 2.532 -1.608 0.259
O 1.529 -1.546 1.277
C 0.318 -0.993 0.968
C -0.291 -0.523 2.187
C -1.600 0.083 2.282
O -2.364 -0.217 3.220
C -2.036 1.129 1.301
C -3.009 0.608 0.252
C -4.238 -0.160 0.767
C -4.251 -1.637 0.326
C -4.269 -2.661 1.480
C -3.320 -3.852 1.267
C -1.833 -3.551 1.508
C -1.472 -3.367 2.992
C -0.049 -2.859 3.257
C 0.137 -1.328 3.387
O -0.166 -1.047 -0.168
H 4.317 -2.634 -0.178
H 3.826 -2.812 1.523
H 2.958 -3.701 0.225
H 3.080 -0.666 0.324
H 2.043 -1.665 -0.716
H -2.513 1.945 1.863
H -1.135 1.520 0.827
H -3.356 1.472 -0.322
H -2.426 0.000 -0.451
H -4.295 -0.066 1.858
H -5.134 0.317 0.343
H -5.163 -1.796 -0.274
H -3.403 -1.846 -0.344
H -4.036 -2.161 2.431
H -5.294 -3.054 1.561
H -3.627 -4.661 1.944
H -3.419 -4.209 0.234
H -1.245 -4.403 1.124
H -1.507 -2.680 0.913
H -2.212 -2.721 3.491
H -1.554 -4.366 3.456
H 0.276 -3.288 4.214
H 0.628 -3.233 2.478
H 1.193 -1.124 3.593
H -0.464 -0.995 4.240
C 5.673 -0.679 -4.534
O 5.666 -0.166 -3.178
C 4.519 0.340 -2.655
C 4.580 0.923 -1.364
C 3.424 1.329 -0.733
C 2.151 1.235 -1.363
C 0.965 1.776 -0.733
C -0.323 1.690 -1.425
C -1.052 2.896 -1.167
C -2.255 3.169 -1.812
C -2.749 2.240 -2.736
C -2.070 1.031 -2.965
C -0.866 0.756 -2.312
C -0.247 3.740 -0.293
C 1.000 3.070 -0.031
C 2.004 3.809 0.605
C 1.764 5.134 0.992
C 0.522 5.748 0.763
C -0.502 5.035 0.128
C 2.148 0.759 -2.703
C 3.283 0.285 -3.330
H 6.679 -1.082 -4.671
H 4.925 -1.472 -4.672
H 5.492 0.128 -5.260
H 5.556 1.061 -0.899
H 3.484 1.693 0.288
H -2.762 4.104 -1.583
H -3.667 2.452 -3.288
H -2.467 0.306 -3.681
H -0.346 -0.183 -2.485
H 2.973 3.369 0.812
H 2.562 5.703 1.476
H 0.351 6.775 1.085
H -1.496 5.451 -0.032
H 1.242 0.799 -3.299
H 3.218 -0.098 -4.350



14
Properties=species:S:1:pos:R:3 method="wB97M-V/def2-TZVPD" total_energy_ev=-10408.7762 mol_weight_g_mol=110.11 orbital_gap_ha=0.3422 e_above_lowest_kj_mol=447.04
C -1.982 -0.497 0.343
C -0.584 -0.363 -0.017
C 0.495 -1.007 -0.299
C 1.807 -0.210 -0.301
C 1.302 1.116 -0.170
C -0.221 1.049 0.047
H -2.405 0.359 1.011
H -2.212 -1.501 1.051
H -2.654 -0.545 -0.869
H 0.709 -2.011 -0.425
H 2.583 -0.710 -0.606
H 1.897 1.880 -0.542
O 2.217 0.356 0.852
O -0.953 2.083 -0.076